{
  "formula": "C6H9N",
  "method": "ωB97M-V/def2-TZVPD",
  "elements": ["C", "C", "C", "C", "C", "C", "N", "H", "H", "H", "H", "H", "H", "H", "H", "H"],
  "xyz": [[0.9795, -1.9365, -1.0112], [1.0648, -1.0340, -0.0636], [0.5641, -0.1116, 0.7261], [1.3296, 0.7879, 1.6766], [-0.9473, -0.1397, 0.2566], [-1.3209, 0.8592, -0.7752], [-2.2094, 0.5888, 0.3392], [0.8126, -2.9873, -0.7848], [0.9936, -1.6424, -2.0607], [1.1292, 1.8493, 1.4906], [2.4146, 0.6482, 1.5761], [1.0891, 0.5898, 2.7273], [-1.1760, -1.1840, 0.1240], [-1.6185, 0.6109, -1.7922], [-0.7268, 1.7726, -0.7014], [-2.3112, 1.3568, 0.9810]],
  "atomic_forces_ev_per_a": [[0.3447, 0.0448, 0.1234], [-0.1982, -0.0295, 0.0003], [-0.1555, -0.1891, -0.1871], [-0.1622, 0.0044, -0.0384], [0.2858, -0.0824, -0.0043], [0.1405, 0.0692, -0.2403], [0.0676, 0.3640, 0.5680], [0.2153, 0.0922, -0.0255], [0.2459, -0.0861, 0.1696], [-0.0998, -0.1467, -0.0191], [-0.3660, -0.1003, -0.1465], [-0.1551, -0.0068, -0.1904], [-0.1549, 0.0386, -0.3731], [-0.2182, -0.1057, 0.2588], [-0.0784, -0.1238, -0.1404], [0.2884, 0.2572, 0.2449]],
  "total_charge": 0,
  "largest_force_ev_per_a": 0.7,
  "e_homo_ev": -8.7266,
  "smiles": "C=C=C(C)[C@@H]1CN1",
  "e_above_lowest_ev": 4.203
}